Molecular formula: C3H9NO3
Method: DFT, the ωB97M-V functional and the def2-TZVPD basis

The geometry in ORCA input format:
```
! wB97M-V def2-TZVPD RIJCOSX def2/J DEFGRID3
* xyz 0 1
O 1.40812 -1.38559 2.26476
C 1.26152 -0.21288 1.95271
N 0.17065 0.19326 1.25612
C 0.13718 1.43607 0.51734
C -0.42970 1.24590 -0.88718
O -1.40325 0.20332 -0.81362
H 1.94953 0.49932 2.42284
H -0.42051 -0.51294 0.84061
H -0.45932 2.18046 1.04622
H 1.07164 1.91366 0.39852
H -0.81298 2.16411 -1.32426
H 0.40991 0.87326 -1.48484
H -1.64061 -0.01183 -1.72178
O -0.62683 -1.28205 -3.08936
H 0.10745 -1.62461 -2.59239
H -1.39761 -1.52878 -2.57458
*
```

For the total energy, the calculation gives -400.16358 Eh. The energy relative to the best compared isomer or geometry (same formula, charge and spin) comes out at 36.3 kcal/mol. The value obtained for the LUMO energy is 0.48 eV.